1.
Here is the ion C5H14N2P with charge +1 from the Open Molecules 2025 dataset. Energies are from ωB97M-V/def2-TZVPD.

Cartesian coordinates (Å):
C: 1.436 1.145 0.009
C: 1.616 -0.054 0.841
C: -1.529 -0.376 1.288
C: -1.994 -0.196 0.016
C: -2.904 -1.095 -0.750
N: 0.622 1.076 -1.148
N: 2.924 -0.739 0.593
P: -1.047 1.178 -0.857
H: 0.926 1.912 0.592
H: 2.456 1.498 -0.197
H: 1.540 0.153 1.905
H: 0.818 -0.721 0.632
H: -2.084 -1.086 1.844
H: -0.797 0.324 1.839
H: -4.019 -0.952 -0.641
H: -2.753 -2.095 -0.691
H: -2.768 -0.831 -1.808
H: 0.862 0.436 -1.840
H: 3.647 -0.086 1.148
H: 2.990 -1.637 1.070
H: -1.174 2.405 -0.160
H: -1.325 1.113 -2.185

- HOMO-LUMO gap: 8.6 eV
- Charge: +1
- ΔE to the lowest compared entry with this formula, charge and spin: 142.1 kJ/mol
- E_HOMO: -12.953 eV
- Molecular weight: 133.16 g mol⁻¹
- LUMO: -4.37 eV
- Max |F|: 4.41 eV/Å

2.
Here is the molecule C5H14N2S from the Open Molecules 2025 dataset. Energies are from ωB97M-V/def2-TZVPD.

Cartesian coordinates (Å):
C: -0.633 -0.173 -0.337
N: 0.812 -0.436 -0.240
C: 1.570 -0.001 -1.425
C: 3.012 -0.481 -1.299
S: 4.140 0.381 -2.426
C: -1.210 -0.025 1.072
N: -2.562 0.537 0.992
C: -3.016 0.872 2.361
H: -1.108 -0.938 -0.958
H: -0.762 0.782 -0.848
H: 1.026 -1.422 -0.130
H: 1.132 -0.354 -2.365
H: 1.545 1.085 -1.404
H: 3.101 -1.565 -1.350
H: 3.304 -0.238 -0.273
H: 3.977 -0.466 -3.468
H: -0.551 0.626 1.645
H: -1.117 -0.998 1.580
H: -3.186 -0.207 0.714
H: -4.006 1.345 2.368
H: -2.401 1.673 2.772
H: -3.067 0.002 3.017

- HOMO-LUMO gap: 9.9 eV
- Charge: 0
- ΔE to the lowest compared entry with this formula, charge and spin: 54.2 kJ/mol
- E_HOMO: -8.980 eV
- Molecular weight: 134.25 g mol⁻¹
- LUMO: 0.93 eV
- Max |F|: 1.49 eV/Å

3.
Here is the ion C5H14N3 with charge +1 from the Open Molecules 2025 dataset. Energies are from ωB97M-V/def2-TZVPD.

Cartesian coordinates (Å):
C: 0.441 1.107 -0.990
C: -0.531 1.250 1.152
C: -0.824 0.256 -0.889
C: -1.969 -1.860 -0.665
C: 1.913 0.899 0.969
N: 0.472 -1.666 -0.529
N: -0.762 -1.077 -0.832
N: 0.731 1.559 0.394
H: 1.280 0.535 -1.389
H: 0.245 1.960 -1.638
H: -1.156 2.109 1.312
H: -0.373 0.616 2.003
H: -1.750 0.677 -1.243
H: -1.848 -2.551 0.170
H: -2.811 -1.212 -0.438
H: -2.199 -2.438 -1.560
H: 1.973 1.100 2.038
H: 1.821 -0.174 0.805
H: 2.822 1.262 0.493
H: 0.423 -2.150 0.369
H: 0.720 -2.355 -1.236
H: 0.902 2.568 0.419

- HOMO-LUMO gap: 8.4 eV
- Charge: +1
- ΔE to the lowest compared entry with this formula, charge and spin: 445.7 kJ/mol
- E_HOMO: -11.608 eV
- Molecular weight: 116.19 g mol⁻¹
- LUMO: -3.17 eV
- Max |F|: 2.93 eV/Å

4.
Here is a structure of composition C5H14N3 from the Open Molecules 2025 dataset. Energies are from ωB97M-V/def2-TZVPD.

Cartesian coordinates (Å):
C: -0.173 -1.060 -3.167
C: -0.359 -0.326 -1.881
C: -1.534 0.102 -1.473
N: -1.711 0.841 -0.222
H: -1.111 -1.186 -3.695
H: 0.516 -0.521 -3.816
H: 0.264 -2.044 -2.993
H: 0.533 -0.146 -1.285
H: -2.437 -0.048 -2.056
H: -0.771 0.694 0.537
H: -1.867 1.828 -0.423
H: -2.554 0.519 0.251
C: 1.433 1.423 1.370
N: 1.449 -0.882 2.898
C: 0.339 -0.554 2.088
N: 0.295 0.492 1.384
H: 1.734 1.672 2.383
H: 1.139 2.323 0.836
H: 2.281 0.972 0.863
H: 1.122 -1.178 3.814
H: 1.932 -1.689 2.506
H: -0.519 -1.230 2.081

- HOMO-LUMO gap: 11.1 eV
- Charge: +1
- ΔE to the lowest compared entry with this formula, charge and spin: 179.4 kJ/mol
- E_HOMO: -13.851 eV
- Molecular weight: 116.19 g mol⁻¹
- LUMO: -2.77 eV
- Max |F|: 0.57 eV/Å